Entry 1:
The following is a DFT calculation (ωB97M-V with the def2-TZVPD basis set) of a molecular structure, C5H20N10O5Pb at a distorted geometry.

Each line ends with the Mulliken spin population.
Cartesian coordinates (Å):
Pb -0.308 -0.160 -0.273  0.01
C -0.087 0.137 3.458  0.00
O -0.287 0.319 2.303  0.00
N -0.965 -0.375 4.365  0.00
N 1.080 0.249 3.934  0.00
H -1.937 -0.534 4.139  0.00
H -0.679 -0.723 5.269  0.00
H 1.568 0.966 3.415  0.00
H 1.264 0.060 4.909  0.00
C -2.279 0.558 -3.335  -0.03
O -1.589 -0.126 -2.583  0.62
N -2.100 1.785 -3.411  0.02
N -3.305 0.131 -4.001  0.06
H -1.576 2.241 -2.679  0.00
H -2.711 2.283 -4.043  0.00
H -3.503 -0.855 -3.906  0.00
H -3.816 0.587 -4.744  0.00
C 3.103 -1.017 0.752  0.00
O 2.048 -0.907 0.204  0.02
N 3.823 -2.099 0.618  0.01
N 3.820 -0.127 1.376  0.00
H 3.362 -2.931 0.279  0.00
H 4.830 -2.033 0.669  0.00
H 3.496 0.829 1.325  0.00
H 4.656 -0.318 1.909  0.00
C -3.447 -0.404 1.442  0.00
O -2.683 -0.362 0.505  0.01
N -3.598 0.680 2.152  0.01
N -4.220 -1.380 1.834  0.00
H -4.249 0.835 2.908  0.00
H -2.835 1.331 2.035  0.00
H -4.173 -2.143 1.173  0.00
H -4.928 -1.289 2.547  0.00
C 2.316 0.491 -2.860  -0.01
O 1.323 0.434 -2.235  0.20
N 2.527 1.393 -3.806  0.04
N 3.384 -0.225 -2.576  0.04
H 1.820 2.115 -3.827  0.00
H 3.415 1.787 -4.081  0.00
H 4.187 -0.179 -3.187  0.00
H 3.253 -1.024 -1.972  0.00

Results
* net charge: +3
* multiplicity: 2
* largest force on an atom: 7.566 eV/Å
* LUMO level (spin up / spin down): -10.3 / -14.9 eV
* orbital gap (spin up / spin down): 7.9 / 3.2 eV
* HOMO level (spin up / spin down): -18.15 / -18.15 eV

---

Entry 2:
The following is a DFT calculation (ωB97M-V with the def2-TZVPD basis set) of a molecular structure, C5H20N12O11V at a distorted geometry.

Each line ends with the Mulliken spin population.
Cartesian coordinates (Å):
V -0.029 0.177 -0.101  2.87
N 1.018 -2.776 -1.537  0.00
O 0.841 -1.781 -0.859  0.01
O 0.052 -3.498 -1.643  0.00
O 2.052 -3.010 -2.012  0.00
N -1.645 2.614 1.013  0.01
O -2.587 2.860 0.236  0.00
O -1.671 2.993 2.156  0.00
O -0.651 2.142 0.524  0.00
C 3.318 1.152 0.450  0.01
O 2.160 0.899 0.168  0.01
N 3.834 2.317 0.449  0.00
N 4.185 0.239 0.821  0.00
H 3.237 3.111 0.268  0.00
H 4.732 2.485 0.881  0.00
H 5.043 0.534 1.265  0.00
H 4.108 -0.767 0.781  0.00
C 1.075 0.002 2.984  0.01
O 0.573 -0.318 1.936  0.01
N 1.008 1.230 3.412  0.00
N 1.824 -0.777 3.684  0.00
H 1.146 1.395 4.399  0.00
H 0.430 1.896 2.920  0.00
H 2.055 -1.695 3.332  0.00
H 2.458 -0.303 4.312  0.00
C -2.578 -0.986 -2.124  0.01
O -1.840 -0.212 -1.445  0.00
N -3.352 -0.510 -3.084  0.00
N -2.435 -2.237 -2.245  0.00
H -3.906 -1.060 -3.726  0.00
H -3.453 0.495 -3.107  0.00
H -3.225 -2.826 -2.467  0.00
H -1.539 -2.541 -1.893  0.00
C -2.878 -0.775 1.886  0.01
O -1.846 -0.598 1.217  0.02
N -2.900 -1.168 3.123  0.00
N -4.063 -0.248 1.586  0.00
H -3.823 -1.217 3.530  0.00
H -2.062 -1.173 3.687  0.00
H -4.857 -0.327 2.205  0.00
H -3.973 0.499 0.911  0.00
C 1.085 0.702 -3.043  0.00
O 0.542 1.046 -1.993  0.01
N 2.290 0.170 -3.134  0.00
N 0.493 0.744 -4.196  0.00
H 2.614 -0.120 -4.046  0.00
H 2.702 -0.102 -2.253  0.00
H 0.898 0.257 -4.983  0.00
H -0.463 1.066 -4.246  0.00

Results
* relative energy (zero: lowest compared OMol25 entry of this formula, charge and spin): 2.856 eV
* multiplicity: 4
* largest force on an atom: 5.829 eV/Å
* LUMO level (spin up / spin down): 0.2 / 0.2 eV
* orbital gap (spin up / spin down): 6.3 / 8.1 eV
* HOMO level (spin up / spin down): -6.15 / -7.92 eV

---

Entry 3:
The following is a DFT calculation (ωB97M-V with the def2-TZVPD basis set) of 4 unconnected molecules or ions with the total composition C5H20N2O3S at a distorted geometry.

Each line ends with the natural charge from an NBO analysis.
Cartesian coordinates (Å):
C 0.607 3.160 -1.421  -0.40
N 0.040 2.028 -2.237  -0.66
C -0.690 0.940 -1.663  -0.22
C 0.134 -0.341 -1.334  -0.04
N -0.917 -1.335 -1.174  -0.83
C 1.093 -0.285 -0.153  -0.45
C 2.108 -1.520 -0.097  -0.50
S 3.187 -1.388 1.389  -0.08
H -0.333 3.844 -1.398  0.18
H 0.824 2.683 -0.490  0.19
H 1.418 3.642 -1.868  0.21
H -0.009 2.043 -3.140  0.36
H -1.377 0.433 -2.541  0.22
H -1.351 1.263 -0.873  0.16
H 0.788 -0.600 -2.366  0.18
H -1.458 -1.126 -0.406  0.34
H -0.447 -2.181 -0.959  0.34
H 1.710 0.626 -0.128  0.22
H 0.465 -0.270 0.715  0.21
H 1.645 -2.492 -0.238  0.19
H 2.925 -1.583 -0.825  0.23
H 2.564 -0.474 2.239  0.14
O -0.535 -0.120 2.941  -0.96
H -1.478 -0.416 2.874  0.49
H -0.409 0.657 2.416  0.48
O -0.529 -3.059 2.176  -0.94
H -0.137 -3.108 1.374  0.45
H -0.052 -2.385 2.664  0.49
O -3.289 0.663 1.820  -0.95
H -3.107 0.958 0.868  0.48
H -3.393 -0.257 1.834  0.47

Results
* relative energy (zero: lowest compared OMol25 entry of this formula, charge and spin): 2.294 eV
* largest force on an atom: 6.430 eV/Å
* LUMO level: 0.3 eV
* structure (SMILES): CNC[C@H](N)CCS.O.O.O
* orbital gap: 8.7 eV
* HOMO level: -8.40 eV

---

Entry 4:
The following is a DFT calculation (ωB97M-V with the def2-TZVPD basis set) of 5 unconnected molecules or ions with the total composition C5H20NO5S at a distorted geometry.

Each line ends with the natural charge from an NBO analysis.
Cartesian coordinates (Å):
C 1.310 1.121 0.147  -0.44
C 0.323 1.907 -0.652  -0.07
O -0.937 1.291 -0.899  -0.75
C 1.918 -0.115 -0.512  -0.24
N 1.104 -1.277 -0.095  -0.71
C 0.464 -2.091 -1.099  -0.24
C 1.405 -3.142 -1.743  -0.56
S 2.913 -3.503 -0.785  -0.73
H 2.121 1.784 0.515  0.22
H 0.820 0.725 1.076  0.17
H 0.055 2.922 -0.279  0.20
H 0.732 2.121 -1.659  0.16
H -0.834 0.473 -1.407  0.48
H 1.777 -0.040 -1.617  0.18
H 2.940 -0.403 -0.186  0.23
H 1.508 -1.756 0.690  0.40
H 0.079 -1.492 -1.932  0.16
H -0.413 -2.681 -0.717  0.19
H 0.899 -4.099 -1.824  0.19
H 1.778 -2.716 -2.666  0.18
H -2.337 2.695 -0.621  0.49
H -2.726 2.976 0.695  0.48
O -2.634 3.484 -0.129  -0.97
H -3.999 0.224 1.654  0.47
H -2.656 0.301 2.148  0.48
O -3.297 0.881 1.717  -0.94
H -0.907 -0.957 0.412  0.50
H -1.502 -1.811 1.383  0.45
O -1.811 -1.201 0.691  -0.97
H 1.148 0.914 2.505  0.46
H -0.033 1.733 2.344  0.46
O 0.790 1.734 2.846  -0.92

Results
* relative energy (zero: lowest compared OMol25 entry of this formula, charge and spin): 2.565 eV
* net charge: -1
* largest force on an atom: 2.473 eV/Å
* LUMO level: 2.7 eV
* orbital gap: 5.6 eV
* HOMO level: -2.88 eV

---

Entry 5:
The following is a DFT calculation (ωB97M-V with the def2-TZVPD basis set) of 6 unconnected molecules or ions with the total composition C5H20NO7 at a distorted geometry.

Each line ends with the natural charge from an NBO analysis.
Cartesian coordinates (Å):
O -0.659 1.233 -0.976  -0.83
C -0.565 0.638 0.124  0.79
O -0.943 1.133 1.220  -0.81
C 0.237 -0.676 0.270  -0.15
C 0.651 -1.192 -1.127  -0.41
C 1.361 -2.547 -1.041  -0.40
C 0.843 -3.634 -0.108  -0.62
N 1.368 -0.494 1.129  -0.86
H -0.432 -1.450 0.651  0.19
H -0.108 -1.059 -1.893  0.21
H 1.431 -0.496 -1.462  0.21
H 1.512 -2.892 -2.079  0.18
H 2.416 -2.346 -0.829  0.20
H 1.318 -3.468 0.855  0.22
H -0.224 -3.578 0.092  0.20
H 1.156 -4.599 -0.497  0.20
H 2.038 0.215 0.869  0.38
H 1.167 -0.443 2.114  0.38
H -2.339 0.590 -1.909  0.48
H -2.968 1.832 -1.454  0.48
O -3.186 0.900 -1.568  -0.97
H -3.644 2.201 1.585  0.45
H -2.124 2.257 1.236  0.50
O -2.969 2.794 1.250  -1.01
H 1.080 2.635 0.286  0.49
H 2.085 3.579 -0.358  0.47
O 1.974 2.989 0.395  -0.96
H 1.150 1.276 -3.209  0.46
H 0.734 1.994 -1.932  0.51
O 1.378 2.033 -2.662  -0.98
H -1.617 -0.474 3.545  0.46
H -1.060 0.913 3.448  0.50
O -1.063 0.142 4.034  -0.97

Results
* relative energy (zero: lowest compared OMol25 entry of this formula, charge and spin): 1.224 eV
* net charge: -1
* largest force on an atom: 2.008 eV/Å
* LUMO level: 3.3 eV
* orbital gap: 8.7 eV
* HOMO level: -5.40 eV

---

Entry 6:
The following is a DFT calculation (ωB97M-V with the def2-TZVPD basis set) of 5 unconnected molecules or ions with the total composition C5H20O5 at a distorted geometry.

Each line ends with the natural charge from an NBO analysis.
Cartesian coordinates (Å):
C 1.681 12.040 -13.691  -0.25
O 1.004 13.192 -13.497  -0.72
H 2.734 12.193 -13.926  0.18
H 1.808 11.477 -12.766  0.17
H 1.294 11.415 -14.496  0.17
H 0.188 12.870 -13.106  0.48
C 4.905 14.091 -12.738  -0.26
O 5.611 15.372 -12.538  -0.74
H 5.389 13.510 -13.524  0.18
H 4.913 13.442 -11.863  0.17
H 3.912 14.284 -13.143  0.16
H 5.216 15.838 -11.797  0.49
C 2.351 15.970 -14.728  -0.27
O 0.960 15.668 -14.581  -0.76
H 2.393 16.815 -15.415  0.19
H 2.904 16.080 -13.795  0.17
H 2.912 15.162 -15.198  0.16
H 0.918 14.827 -14.120  0.50
C 2.535 16.894 -10.899  -0.25
O 3.642 16.330 -10.233  -0.75
H 2.059 16.158 -11.546  0.17
H 1.835 17.129 -10.098  0.17
H 2.869 17.809 -11.389  0.19
H 3.372 15.997 -9.373  0.47
C -0.394 18.582 -15.466  -0.25
O -0.201 17.934 -14.211  -0.75
H -0.834 19.553 -15.239  0.18
H 0.516 18.712 -16.053  0.15
H -1.040 18.024 -16.144  0.15
H 0.415 17.207 -14.325  0.49

Results
* relative energy (zero: lowest compared OMol25 entry of this formula, charge and spin): 2.226 eV
* largest force on an atom: 3.756 eV/Å
* LUMO level: 0.4 eV
* structure (SMILES): CO.CO.CO.CO.CO
* orbital gap: 9.7 eV
* HOMO level: -9.38 eV